DFT (ωB97M-V with the def2-TZVPD basis set) results for C42H39BrN2O10P2Pt as an isolated structure.

## Properties
- ΔE to the lowest compared entry with this formula, charge and spin: 74.95 kJ/mol
- Strongest force on any atom: 2.19 eV Å⁻¹
- Molar mass: 1068.71 g mol⁻¹
- Electronic energy: -159514.4799 eV
- Highest occupied orbital energy: -8.88 eV

Element x y z (Å)
Pt -0.65008 0.71299 0.28709
O 0.91632 0.51612 1.46501
C 1.06433 -0.10827 2.71993
C -0.23870 0.03424 3.52005
C -1.24933 -0.86313 2.92454
C -1.71120 -1.99953 3.56698
C -2.67060 -2.78702 2.96065
C -3.16470 -2.41942 1.72296
C -2.67248 -1.27875 1.11775
C -3.09593 -0.83396 -0.23211
C -2.03322 -1.32268 -1.24179
O -0.73727 -0.86029 -0.87308
C -2.34869 -0.78515 -2.64344
C -3.47296 -0.04315 -2.96880
C -3.67695 0.39026 -4.27649
C -2.75153 0.09862 -5.26236
C -1.60896 -0.62509 -4.93695
C -1.41029 -1.05792 -3.63865
C -2.03799 -2.85113 -1.26551
C -1.15860 -3.56682 -0.46466
C -1.18319 -4.95522 -0.45302
C -2.09267 -5.64163 -1.24405
C -2.98586 -4.93035 -2.03485
C -2.95945 -3.54304 -2.04669
N -1.71515 -0.53839 1.70618
C 2.19868 0.69963 3.36771
C 3.52003 0.35475 3.09710
C 4.55750 1.16226 3.53884
C 4.28504 2.33603 4.22786
C 2.96984 2.69724 4.47731
C 1.92987 1.89010 4.03873
C 1.45831 -1.57615 2.60321
C 1.79684 -2.29165 3.75044
C 2.17272 -3.62141 3.66353
C 2.21962 -4.25110 2.42436
C 1.87926 -3.54359 1.28292
C 1.49468 -2.20881 1.37117
H -0.58732 1.05422 3.39290
H -0.07829 -0.17949 4.57478
H -1.31322 -2.25277 4.53898
H -3.03426 -3.68124 3.45032
H -3.92193 -3.00421 1.21996
H -3.09972 0.25783 -0.26720
H -4.07788 -1.22505 -0.48818
H -4.21168 0.21566 -2.22202
H -4.56377 0.96367 -4.51387
H -2.91550 0.43382 -6.27832
H -0.87359 -0.84971 -5.70006
H -0.51768 -1.61482 -3.37729
H -0.45426 -3.02942 0.15025
H -0.49165 -5.49703 0.18137
H -2.10871 -6.72409 -1.24342
H -3.70627 -5.45762 -2.64743
H -3.65831 -2.99630 -2.66879
H 3.73818 -0.52934 2.51383
H 5.58054 0.88371 3.32019
H 5.09523 2.98070 4.54421
H 2.74477 3.62132 4.99400
H 0.91182 2.21972 4.20265
H 1.78954 -1.79761 4.71645
H 2.44164 -4.16676 4.55948
H 2.53230 -5.28509 2.35272
H 1.92144 -4.02480 0.31304
H 1.24525 -1.64612 0.48147
N -0.20061 5.49283 -0.21566
C -1.16875 4.36621 0.10463
C -2.52607 4.93774 0.48941
P -0.38096 3.52784 1.54650
O 1.08555 3.26882 0.95990
O -0.33368 4.50922 2.64771
O -1.14651 2.20280 1.72350
P -1.29739 3.36547 -1.45463
O 0.22005 3.39819 -1.92339
O -2.14805 4.12477 -2.38384
O -1.71425 1.94144 -1.05762
H -0.09830 6.09065 0.60837
H -0.51360 6.00704 -1.04108
H 0.70181 5.04827 -0.42350
H -2.45864 5.50769 1.41780
H -3.21690 4.10944 0.64478
H -2.92500 5.55518 -0.31570
H 1.42780 2.36069 1.12044
H 0.64858 2.51033 -1.80519
Br 4.43903 0.57401 -6.81583
C 3.73419 0.69926 -5.06047
C 2.38004 0.49253 -4.86093
C 1.87439 0.55963 -3.57056
C 2.72457 0.81451 -2.49906
C 4.07718 1.03426 -2.72030
C 4.58886 0.98394 -4.00703
C 2.21202 0.78816 -1.08010
O 2.96717 0.55663 -0.16841
O 0.90819 1.05034 -1.06001
H 1.72880 0.27739 -5.69686
H 0.81968 0.40378 -3.38450
H 4.72594 1.23336 -1.87785
H 5.64092 1.14985 -4.19246

---

DFT (ωB97M-V with the def2-TZVPD basis set) results for C42H39F6GdN3O3P2S2Se as an isolated structure.

## Properties
- ΔE to the lowest compared entry with this formula, charge and spin: 0.00 kJ/mol
- Strongest force on any atom: 4.30 eV Å⁻¹
- Molar mass: 1110.07 g mol⁻¹
- Multiplicity: 8
- Electronic energy: -197529.4198 eV
- Total charge: +1
- Highest occupied orbital energy (spin up / spin down): -8.55 / -8.58 eV

Element x y z (Å)
Gd 0.25311 0.06961 -2.03653
C 4.48963 -1.95513 4.11844
C 4.70213 -0.48730 3.68775
N 3.73620 -0.00122 2.69995
C 3.94494 -0.08751 1.36653
C 2.98799 0.26655 0.37494
C 3.38565 0.13494 -1.07620
O 4.56154 0.04452 -1.44372
O 2.34983 -0.06830 -1.94108
C 1.65776 0.62817 0.85213
O 0.63335 0.87681 0.05471
C 1.39195 0.66123 2.23656
C 0.18348 1.05754 2.80848
C -0.01040 0.96971 4.13962
F -1.30590 1.21623 4.57851
C 0.93276 0.46791 5.09853
C 2.23087 0.34726 4.56199
C 2.46017 0.31730 3.15110
N 0.68691 0.26808 6.46739
C 1.36218 -0.82170 7.16269
C 1.47099 -0.60413 8.66785
N 0.19245 -0.22393 9.29867
C -0.59388 0.88495 8.62311
C -0.58088 0.72774 7.06820
H 5.25004 -2.19836 4.89378
H 4.70951 -2.53909 3.21896
H 3.49064 -2.18663 4.52103
H 5.67092 -0.46439 3.17872
H 4.69427 0.24685 4.48356
H 4.94450 -0.37638 1.05967
H -0.64998 1.39883 2.17432
H 3.06167 0.14515 5.20942
H 2.40244 -0.88139 6.82905
H 0.84130 -1.79119 6.98406
H 2.20797 0.18748 8.89851
H 1.84085 -1.52255 9.11402
H 0.39951 0.14776 10.27591
H -0.41459 -1.04629 9.42080
H -0.20919 1.87688 8.85213
H -1.58495 0.79093 9.02905
H -0.88011 1.73410 6.73729
H -1.47688 0.12528 6.84227
S -1.82542 1.89002 -1.95686
P -0.76414 2.70427 -3.47581
S -0.02694 1.15635 -4.60838
C 0.63505 3.38539 -2.56745
C 0.39163 4.40704 -1.63950
C 1.45507 4.88915 -0.86219
C 2.71068 4.39781 -1.09549
C 2.99341 3.50680 -2.09625
C 1.95805 3.04612 -2.90469
C -1.54706 3.97554 -4.35813
C -0.77676 5.01174 -4.81701
C -1.37564 6.25000 -5.03774
C -2.73266 6.44824 -4.81807
C -3.52542 5.34955 -4.43112
C -2.93683 4.10965 -4.26271
H -0.58313 4.82268 -1.46948
H 1.25512 5.56810 -0.06443
H 3.56792 4.74492 -0.44803
H 4.04901 3.19213 -2.28095
H 2.10719 2.31052 -3.69190
H 0.30457 4.92316 -4.92096
H -0.68773 7.07032 -5.27110
H -3.15628 7.44677 -4.93846
H -4.58592 5.52543 -4.19680
H -3.53240 3.27744 -3.95614
C -4.01225 -1.28007 -2.20018
P -2.64220 -1.06773 -3.41143
C -3.56638 0.03171 -4.57918
C -2.72378 -2.66530 -4.29416
C -2.20188 -2.73281 -5.59933
C -2.28187 -3.88908 -6.35419
C -2.77614 -5.04343 -5.79186
C -3.21948 -5.05352 -4.48587
C -3.31618 -3.82109 -3.77671
H -3.88574 -2.07906 -1.43917
H -4.88651 -1.40484 -2.84307
H -4.12241 -0.33558 -1.68367
H -4.60931 -0.25556 -4.70762
H -3.23758 -0.14503 -5.59578
H -3.57327 1.07025 -4.27814
H -1.68246 -1.84040 -5.94494
H -1.82032 -3.92815 -7.35861
H -2.82836 -6.01910 -6.32480
H -3.58532 -5.95146 -3.97249
H -3.81327 -3.87328 -2.81758
F -0.62776 -6.85784 -3.91951
C -0.34431 -5.87951 -3.00483
C 0.06976 -4.61457 -3.39335
F 0.37320 -4.38502 -4.69481
C 0.04798 -3.60529 -2.48361
F 0.60163 -2.37757 -2.89632
C -0.40212 -3.71241 -1.17030
Se -0.81626 -2.25474 -0.03552
C -0.66228 -5.01391 -0.73799
F -0.88607 -5.26770 0.56162
C -0.61497 -6.09806 -1.62736
F -0.74628 -7.39528 -1.21180

---

DFT (ωB97M-V with the def2-TZVPD basis set) results for C42H39F6I2S as an isolated structure.

## Properties
- Strongest force on any atom: 1.17 eV Å⁻¹
- Molar mass: 943.64 g mol⁻¹
- Electronic energy: -87518.7460 eV
- Total charge: +1
- Highest occupied orbital energy: -9.92 eV

Element x y z (Å)
C 0.30829 -5.22040 -3.41313
C -0.41840 -6.06282 -2.69267
C -1.27120 -7.18379 -3.23955
S -1.84858 -6.75045 -4.90570
C -3.14415 -5.57957 -4.62812
I -2.56179 -3.63614 -5.10256
C -4.35988 -5.91142 -4.18325
C -5.46536 -4.94175 -3.92690
I -4.88880 -7.89941 -3.80255
H 0.55786 -5.43636 -4.44851
H 0.67305 -4.27906 -3.02385
H -0.39574 -6.00636 -1.60867
H -0.71964 -8.12592 -3.30887
H -2.16504 -7.31855 -2.63172
H -2.42042 -7.87526 -5.38345
H -5.09807 -3.91678 -3.87150
H -6.20872 -4.99067 -4.72606
H -5.94426 -5.17055 -2.97425
F -5.13514 0.68710 0.26555
C -4.42642 0.66566 -0.87715
C -4.42373 -0.48742 -1.63684
C -3.69122 -0.50260 -2.81529
C -2.97259 0.61619 -3.21265
C -2.98939 1.76136 -2.42800
C -3.72424 1.79360 -1.25221
H -4.98691 -1.34904 -1.30383
H -3.68140 -1.39621 -3.42687
H -2.40123 0.59909 -4.13154
H -2.42867 2.63529 -2.73057
H -3.75421 2.67839 -0.63054
F -0.60656 -9.99617 -5.42043
C 0.12840 -9.97371 -6.57147
C 0.17181 -11.10424 -7.35649
C 0.92255 -11.06307 -8.52307
C 1.61300 -9.91095 -8.87709
C 1.55253 -8.78756 -8.06529
C 0.79926 -8.81568 -6.90041
H -0.36672 -11.99323 -7.05795
H 0.96827 -11.93743 -9.15734
H 2.19825 -9.89009 -9.78570
H 2.09143 -7.88994 -8.33568
H 0.73695 -7.95133 -6.25008
F 1.29838 3.88114 0.84849
C 0.27477 3.48215 1.63996
C 0.09801 4.10034 2.86029
C -0.95558 3.68767 3.66369
C -1.80346 2.67039 3.24600
C -1.59651 2.06460 2.01388
C -0.55216 2.47214 1.19536
H 0.77341 4.88710 3.16863
H -1.11599 4.16422 4.62144
H -2.61815 2.35678 3.88020
H -2.25269 1.26926 1.68310
H -0.37814 2.01911 0.22805
F 8.05089 6.40894 0.96222
C 6.83689 5.81837 0.96191
C 5.80036 6.42681 0.28315
C 4.55481 5.81496 0.28720
C 4.35961 4.62098 0.96864
C 5.42018 4.03418 1.64651
C 6.67328 4.63051 1.64486
H 5.97243 7.36183 -0.23312
H 3.73193 6.27537 -0.24363
H 3.38721 4.15369 0.97092
H 5.27243 3.10681 2.18394
H 7.51323 4.18900 2.16410
F 3.56846 9.95596 4.34145
C 4.85146 9.54705 4.43549
C 5.64981 10.08039 5.42682
C 6.96646 9.65199 5.52010
C 7.46349 8.71243 4.62720
C 6.63930 8.19547 3.63708
C 5.31906 8.60942 3.53751
H 5.24279 10.81555 6.10762
H 7.60530 10.05532 6.29434
H 8.49137 8.38422 4.70224
H 7.02308 7.46737 2.93899
H 4.65884 8.21222 2.77751
F -3.85294 2.58850 5.60883
C -4.11406 1.63541 6.53341
C -3.94227 0.31078 6.18861
C -4.20755 -0.66078 7.14298
C -4.64209 -0.29829 8.41015
C -4.80912 1.04258 8.72775
C -4.54068 2.02487 7.78568
H -3.60775 0.05142 5.19307
H -4.07333 -1.70495 6.89432
H -4.84994 -1.05975 9.14936
H -5.15052 1.32795 9.71349
H -4.65739 3.07578 8.01243

---

Q: The highest electronic energy belongs to which entry?
A: C42H39F6I2S

---

Q: What is the strongest force on any atom in the second record?
A: 4.30 eV Å⁻¹